A molecular structure, C5H7NO, computed with ωB97M-V/def2-TZVPD.

Structure (XYZ):
```
14
Properties=species:S:1:pos:R:3:nbo_charge:R:1
C -2.2549 0.1725 -0.1243 -0.610
C -0.8029 -0.2025 0.0192 -0.246
C -0.2619 -1.4422 -0.4959 0.085
O 1.1062 -1.2413 -0.3851 -0.474
C 1.4038 0.0272 0.0146 0.501
N 2.7466 0.2937 0.1233 -0.809
C 0.2851 0.7333 0.2897 -0.428
H -2.6355 0.6809 0.7670 0.214
H -2.8554 -0.7216 -0.3138 0.234
H -2.3718 0.8489 -0.9765 0.226
H -0.7710 -1.1564 0.7980 0.287
H 3.3285 -0.3013 -0.4506 0.397
H 2.9959 1.2702 0.0696 0.391
H 0.2130 1.7482 0.6545 0.231
```

Calculated values
* energy above the lowest of the compared OMol25 structures with the same formula, charge and spin: 75.53 kcal per mole
* energy: -324.60410 Ha
* max |F|: 0.4 eV Å⁻¹
* frontier orbital gap: 9.5 eV

=====

C5H7NO in the gas phase, computed with ωB97M-V/def2-TZVPD.

Structure (XYZ):
```
14
Properties=species:S:1:pos:R:3:nbo_charge:R:1
H 3.5474 -0.1941 0.4078 0.347
N 2.8643 -0.8173 -0.0234 -0.692
C 1.7002 -0.3375 0.0909 0.528
C 0.4457 -0.9182 -0.4138 -0.290
C -0.5637 -0.0996 -0.1193 0.044
C -2.0133 -0.2025 -0.4651 -0.649
C -0.0063 1.0747 0.6423 -0.101
O 1.3967 0.8486 0.7118 -0.497
H 0.4163 -1.8598 -0.9479 0.236
H -2.6474 0.1216 0.3676 0.222
H -2.2452 0.4441 -1.3203 0.231
H -2.2865 -1.2269 -0.7310 0.231
H -0.4133 1.1342 1.6604 0.195
H -0.1950 2.0326 0.1401 0.195
```

Calculated values
* energy above the lowest of the compared OMol25 structures with the same formula, charge and spin: 14.58 kcal per mole
* energy: -324.70123 Ha
* structure (SMILES): [H]/N=C1/C=C(C)CO1
* max |F|: 0.3 eV Å⁻¹
* frontier orbital gap: 10.0 eV

=====

C5H7NO in the gas phase, computed with ωB97M-V/def2-TZVPD.

Structure (XYZ):
```
14
Properties=species:S:1:pos:R:3:nbo_charge:R:1
H -0.3484 1.0557 1.6550 0.345
N -1.3137 1.1685 1.3402 -0.652
C -1.3591 1.5911 0.1557 0.406
O -0.3172 1.9082 -0.6768 -0.513
C 0.7178 0.9962 -0.8071 0.124
C 0.6575 -0.2419 -0.3585 -0.124
C -0.1867 -1.2511 0.3065 -0.426
C 1.1660 -1.6105 -0.2917 -0.419
H -2.3083 1.7570 -0.3485 0.161
H 1.5286 1.4368 -1.3803 0.203
H -1.1107 -1.5698 -0.1760 0.225
H -0.2917 -1.2226 1.3925 0.227
H 1.9737 -1.8285 0.4002 0.222
H 1.1921 -2.1891 -1.2114 0.221
```

Calculated values
* energy above the lowest of the compared OMol25 structures with the same formula, charge and spin: 66.69 kcal per mole
* energy: -324.61819 Ha
* structure (SMILES): [H]/N=C\OC=C1CC1
* max |F|: 0.5 eV Å⁻¹
* frontier orbital gap: 10.1 eV

=====

C5H7NO in the gas phase, computed with ωB97M-V/def2-TZVPD.

Structure (XYZ):
```
14
Properties=species:S:1:pos:R:3:nbo_charge:R:1
C 0.7356 -0.1321 1.7896 -0.617
C 0.4810 0.7603 0.5539 -0.403
C -0.2773 0.0563 -0.6061 0.089
C 0.3578 -1.2398 -0.8686 0.236
N 0.7374 -2.2883 -1.1784 -0.299
C -1.4961 0.1946 -1.5819 -0.026
O -0.3954 0.9621 -1.8566 -0.473
H -0.1989 -0.4823 2.2406 0.212
H 1.2679 0.4555 2.5452 0.222
H 1.3511 -1.0153 1.5728 0.223
H 0.0148 1.6985 0.8642 0.227
H 1.4578 1.0388 0.1086 0.229
H -1.5875 -0.6638 -2.2666 0.190
H -2.4484 0.6554 -1.3166 0.190
```

Calculated values
* energy above the lowest of the compared OMol25 structures with the same formula, charge and spin: 60.91 kcal per mole
* energy: -324.62740 Ha
* structure (SMILES): CC[C@@]1(C#N)CO1
* max |F|: 2.3 eV Å⁻¹
* frontier orbital gap: 11.5 eV

=====

A molecular structure, C5H7NO, computed with ωB97M-V/def2-TZVPD.

Structure (XYZ):
```
14
Properties=species:S:1:pos:R:3:nbo_charge:R:1
C 0.6820 1.6884 0.1631 -0.275
N 1.0957 0.9786 -1.1135 -0.474
C 0.1021 0.4262 -0.3030 -0.054
C 0.3007 -0.9798 0.1644 0.214
C -1.1206 -1.0448 0.8698 -0.402
C -1.1827 -0.4672 -0.5543 0.069
O -0.3352 -1.5488 -1.0384 -0.519
H 1.4163 1.6844 0.9717 0.201
H 0.1255 2.6274 0.0609 0.212
H 2.0360 0.0824 -0.7499 0.269
H 1.7983 -0.9557 0.0010 0.086
H -1.3122 -0.3711 1.7118 0.213
H -1.5482 -2.0462 0.9755 0.233
H -2.0199 -0.1294 -1.1589 0.226
```

Calculated values
* energy above the lowest of the compared OMol25 structures with the same formula, charge and spin: 187.69 kcal per mole
* energy: -324.42537 Ha
* max |F|: 3.8 eV Å⁻¹
* frontier orbital gap: 10.0 eV

=====

2 unconnected molecules or ions with the total composition C5H7NO, computed with ωB97M-V/def2-TZVPD.

Structure (XYZ):
```
14
Properties=species:S:1:pos:R:3:nbo_charge:R:1
O 1.3696 0.6379 1.9205 -0.442
C 1.5697 1.3665 1.0322 0.416
C 0.4587 0.9126 -0.7409 -0.358
C 0.1112 -0.4799 -1.0707 -0.093
C -0.2256 -1.3144 0.1611 -0.439
C -1.2578 -0.2135 0.4823 -0.228
N -0.9559 0.5370 -0.7821 -0.385
H 1.5098 1.8778 0.0602 0.318
H 0.7006 1.5218 -1.6219 0.197
H 0.2383 -0.8879 -2.0722 0.201
H 0.5791 -1.4943 0.8780 0.213
H -0.6965 -2.2666 -0.0954 0.212
H -1.1091 0.3680 1.3965 0.189
H -2.2921 -0.5650 0.4523 0.200
```

Calculated values
* energy above the lowest of the compared OMol25 structures with the same formula, charge and spin: 154.77 kcal per mole
* energy: -324.47782 Ha
* max |F|: 1.1 eV Å⁻¹
* frontier orbital gap: 8.4 eV

=====

A molecular structure, C5H7NO, computed with ωB97M-V/def2-TZVPD.

Structure (XYZ):
```
14
Properties=species:S:1:pos:R:3:nbo_charge:R:1
O 0.6960 1.6880 -0.2795 -0.576
C 0.9796 0.5844 -0.7020 0.490
C 1.6021 -0.4976 0.1492 -0.303
N 0.1981 -1.0087 0.0395 -0.373
C -0.8186 -0.3224 0.8412 -0.295
C -1.3611 0.7771 -0.0755 -0.243
C -0.0530 -0.3009 -1.2776 -0.184
H 2.2982 -1.2143 -0.2900 0.216
H 1.9298 -0.1357 1.1273 0.214
H -0.4082 0.0374 1.7922 0.202
H -1.6284 -1.0233 1.0419 0.222
H -1.4035 1.7791 0.4169 0.220
H -2.2440 0.6246 -0.6564 0.189
H 0.2131 -0.9877 -2.1272 0.220
```

Calculated values
* energy above the lowest of the compared OMol25 structures with the same formula, charge and spin: 144.25 kcal per mole
* energy: -324.49459 Ha
* max |F|: 2.0 eV Å⁻¹
* frontier orbital gap (spin up / spin down): 9.3 / 9.3 eV

=====

A molecular structure, C5H7NO, computed with ωB97M-V/def2-TZVPD.

Structure (XYZ):
```
14
Properties=species:S:1:pos:R:3:nbo_charge:R:1
O 0.0480 -2.5452 -1.2704 -0.619
C 0.5129 -2.2286 -0.1799 0.519
N 0.6507 -0.9321 0.2342 -0.654
C 0.5507 0.0787 -0.7911 -0.210
C -0.7491 0.9785 -0.5767 -0.502
C -0.8052 1.5840 0.7523 0.003
C -0.7935 2.0599 1.8577 -0.261
H 0.5926 -2.9455 0.6543 0.121
H 0.9094 -0.5344 1.1599 0.420
H 0.4048 -0.3786 -1.7742 0.243
H 1.9120 0.2684 -0.8053 0.201
H -0.7748 1.7455 -1.3541 0.245
H -1.6598 0.3512 -0.7357 0.254
H -0.7987 2.4982 2.8291 0.241
```

Calculated values
* energy above the lowest of the compared OMol25 structures with the same formula, charge and spin: 81.44 kcal per mole
* energy: -324.59468 Ha
* max |F|: 4.6 eV Å⁻¹
* frontier orbital gap: 10.4 eV

=====

A molecular structure, C5H7NO, computed with ωB97M-V/def2-TZVPD.

Structure (XYZ):
```
14
Properties=species:S:1:pos:R:3:nbo_charge:R:1
O -0.4327 -1.0451 -1.2158 -0.694
C -1.1919 -0.6073 -0.1273 0.091
C -0.5004 -1.0482 1.1423 -0.272
N 0.3448 0.2023 0.9440 -0.310
C 1.2781 0.3591 -0.0082 -0.034
C 0.4628 1.3381 -0.8227 -0.462
C -0.6886 0.8566 0.0939 -0.077
H -1.0657 -0.9384 2.0681 0.218
H 0.0569 -1.9934 1.1315 0.194
H -0.1173 -1.9419 -1.0480 0.476
H 2.1404 -0.2724 -0.1838 0.198
H 0.3735 1.1259 -1.8885 0.244
H 0.6974 2.3959 -0.6649 0.221
H -1.3573 1.5687 0.5793 0.207
```

Calculated values
* energy above the lowest of the compared OMol25 structures with the same formula, charge and spin: 132.66 kcal per mole
* energy: -324.51307 Ha
* max |F|: 0.8 eV Å⁻¹
* frontier orbital gap (spin up / spin down): 7.3 / 8.1 eV

=====

C5H7NO2 in the gas phase, computed with ωB97M-V/def2-TZVPD.

Structure (XYZ):
```
15
Properties=species:S:1:pos:R:3:nbo_charge:R:1
H -1.9106 0.6610 0.2757 0.330
N -1.4640 0.7246 1.1964 -0.537
C -0.1769 0.6079 1.0837 -0.013
C 0.4812 1.0409 -0.2578 0.270
C 0.7949 2.3495 -0.3453 -0.530
O 0.7384 0.0475 -1.0808 -0.570
C 0.5249 -1.2304 0.0414 0.828
C -0.4952 -2.1048 -0.6126 -0.737
O 1.4149 -1.5266 0.7787 -0.458
H 0.4460 0.6564 1.9831 0.207
H 1.3689 2.6986 -1.1959 0.214
H 0.5036 3.0507 0.4247 0.217
H -0.9840 -1.6084 -1.4475 0.257
H 0.0062 -3.0020 -0.9788 0.267
H -1.2485 -2.3650 0.1350 0.256
```

Calculated values
* energy above the lowest of the compared OMol25 structures with the same formula, charge and spin: 77.91 kcal per mole
* energy: -399.84141 Ha
* structure (SMILES): [H]/N=C\C(=C)OC(C)=O
* max |F|: 4.5 eV Å⁻¹
* frontier orbital gap: 8.0 eV

=====

A molecular structure, C5H7NO2, computed with ωB97M-V/def2-TZVPD.

Structure (XYZ):
```
15
Properties=species:S:1:pos:R:3:nbo_charge:R:1
C -0.9986 1.0545 0.9951 0.484
C 0.5556 -1.2703 -0.5472 0.082
C 1.2243 -0.1755 -1.5815 -0.415
C 0.9421 0.6785 -0.2917 -0.104
C 1.3769 -0.4873 0.4816 -0.499
H -0.5865 2.0080 1.5886 0.151
H 0.7929 -2.3263 -0.7815 0.221
H 2.3045 -0.5223 -1.5648 0.215
H 0.7360 0.1100 -2.5830 0.230
H 1.4235 1.5251 0.0361 0.229
H 0.9928 -0.9546 1.4164 0.230
H 2.3719 -0.6334 0.7435 0.236
N -0.4940 0.6078 -0.1921 -0.180
O -2.0670 0.5539 1.3840 -0.556
O -0.8304 -0.8365 -0.3650 -0.324
```

Calculated values
* energy above the lowest of the compared OMol25 structures with the same formula, charge and spin: 120.61 kcal per mole
* energy: -399.77335 Ha
* max |F|: 5.3 eV Å⁻¹
* frontier orbital gap: 10.3 eV

=====

C5H7NO2 in the gas phase, computed with ωB97M-V/def2-TZVPD.

Structure (XYZ):
```
15
Properties=species:S:1:pos:R:3:nbo_charge:R:1
C 0.4990 0.1753 -1.6648 -0.643
C 0.0660 0.1983 -0.2229 -0.237
C 0.6169 -0.5921 0.7278 0.101
N 1.5958 -1.4986 0.5173 -0.783
C -0.9689 1.1385 0.1567 0.456
O -1.1816 2.2210 -0.3562 -0.537
C -1.9777 0.6794 1.2018 0.350
O -2.6414 -0.3132 1.0527 -0.487
H 1.5747 0.2466 -1.7725 0.203
H 0.1691 -0.7474 -2.1287 0.218
H 0.0345 1.0155 -2.1814 0.249
H 0.2579 -0.5359 1.7511 0.198
H 2.0995 -1.8868 1.2915 0.398
H 2.0471 -1.5132 -0.3817 0.394
H -2.1908 1.4126 2.0091 0.120
```

Calculated values
* energy above the lowest of the compared OMol25 structures with the same formula, charge and spin: 24.94 kcal per mole
* energy: -399.92581 Ha
* structure (SMILES): C/C(=C\N)C(=O)C=O
* max |F|: 0.8 eV Å⁻¹
* frontier orbital gap: 9.1 eV